(i)
A cluster of 12 separate species, BF4H22O11 in total, computed with the ωB97M-V functional and the def2-TZVPD basis.

The geometry in ORCA input format:
```
! wB97M-V def2-TZVPD RIJCOSX def2/J DEFGRID3
* xyz -1 1
B 10.687 -29.017 6.787
F 10.999 -27.772 6.232
F 9.366 -29.337 6.399
F 11.540 -30.028 6.367
F 10.857 -28.978 8.171
O 11.301 -30.354 3.722
H 11.313 -30.417 4.693
H 10.359 -30.431 3.596
O 8.718 -26.413 5.596
H 9.309 -27.118 5.399
H 9.268 -25.659 5.758
O 10.924 -25.227 3.899
H 10.775 -26.187 3.817
H 11.572 -25.174 4.564
O 8.318 -29.309 9.166
H 9.271 -29.397 9.158
H 8.154 -28.385 8.913
O 7.306 -29.263 4.897
H 7.946 -29.385 5.594
H 6.508 -29.532 5.274
O 6.580 -30.937 7.824
H 6.894 -31.790 7.466
H 7.436 -30.446 7.979
O 10.417 -27.783 3.299
H 10.821 -28.645 3.584
H 10.450 -27.847 2.339
O 9.972 -27.036 9.862
H 9.314 -27.092 9.210
H 10.811 -26.961 9.335
O 12.341 -26.753 8.691
H 12.310 -27.527 8.119
H 11.901 -26.028 8.289
O 12.823 -25.707 5.816
H 13.434 -26.447 5.745
H 11.986 -26.040 6.058
O 14.075 -28.152 5.793
H 13.446 -28.734 6.122
H 13.714 -28.099 4.889
*
```

Computed properties:
Molecular weight ... 284.97 g/mol
Kohn-Sham gap ... 10.13 eV
E_HOMO ... -0.276 Ha

=====

(ii)
A cluster of 12 separate species, BF4H22O11 in total, computed with the ωB97M-V functional and the def2-TZVPD basis.

The geometry in ORCA input format:
```
! wB97M-V def2-TZVPD RIJCOSX def2/J DEFGRID3
* xyz -1 1
B 5.638 -7.291 11.113
F 4.643 -6.500 10.475
F 5.892 -6.681 12.345
F 5.278 -8.564 11.218
F 6.788 -7.365 10.287
O 6.994 -4.813 9.562
H 6.955 -5.725 9.850
H 6.348 -4.361 10.106
O 2.598 -10.003 12.426
H 3.043 -10.845 12.329
H 3.260 -9.425 12.806
O 8.594 -5.405 12.733
H 8.107 -6.229 12.733
H 9.371 -5.586 12.206
O 6.073 -9.597 8.774
H 6.039 -8.911 9.441
H 5.848 -9.150 7.958
O 1.792 -7.756 11.005
H 1.996 -8.558 11.486
H 2.640 -7.328 10.882
O 5.534 -8.746 14.579
H 4.722 -8.597 15.063
H 5.629 -7.970 14.026
O 5.598 -11.877 10.145
H 4.936 -11.753 10.825
H 5.633 -11.037 9.688
O 4.563 -6.318 7.903
H 3.777 -6.708 7.520
H 4.418 -6.365 8.848
O 4.706 -3.234 10.099
H 3.859 -3.657 10.239
H 4.937 -2.870 10.953
O 4.594 -4.472 13.510
H 4.730 -5.189 12.891
H 4.717 -4.872 14.371
O 8.172 -9.169 11.576
H 8.606 -9.602 10.842
H 7.443 -8.693 11.177
*
```

Computed properties:
Molecular weight ... 284.97 g/mol
Kohn-Sham gap ... 9.69 eV
E_HOMO ... -0.266 Ha

=====

Quick one: most stable of them? (ii)